91
Properties=species:S:1:pos:R:3:forces:R:3:lowdin_charge:R:1 method="wB97M-V/def2-TZVPD" de_lowest_ev=11.270 energy_ev=-62698.980
H -1.815 -4.872 1.168 -0.60 -0.39 0.20 0.1043
H -0.389 3.333 -2.835 0.25 0.32 0.17 0.0992
H 0.786 -1.895 -3.096 -0.24 -0.55 -0.53 0.0693
H -0.934 -1.457 1.563 1.18 0.24 -0.38 0.0047
H -2.888 3.010 2.165 -0.04 0.39 0.96 0.0836
H 0.981 -2.938 2.012 0.68 -0.05 -0.17 0.0605
C -2.206 -3.089 2.055 -4.81 -3.55 2.53 -0.5427
C 0.166 0.142 4.393 -4.18 1.50 -6.73 -0.5369
C -0.389 -3.579 -2.398 0.69 -0.78 0.68 -0.2701
N -0.437 -0.723 -1.138 -0.31 -2.13 -2.46 0.1849
H 0.487 1.965 2.631 0.87 0.19 -0.36 0.0767
H -1.371 1.118 -2.931 -0.13 -0.46 -0.75 0.0616
H -3.389 -0.370 -2.934 1.49 -0.31 -0.67 0.0528
C -0.010 -0.064 -0.124 0.59 -3.75 4.54 -0.5375
H 1.660 4.484 -0.104 0.66 -1.09 -0.04 0.1251
H 1.563 1.290 -0.854 0.51 -0.33 0.43 0.0655
H 2.204 2.705 -0.425 -1.50 2.87 1.85 0.0578
H -3.308 -1.626 -4.014 0.18 -0.52 -1.23 0.0989
H -0.546 3.801 -1.105 -0.42 -0.30 -0.23 0.0780
N -5.007 -0.862 0.472 -3.06 -0.42 1.31 0.1947
H 2.051 1.585 1.766 -2.69 1.67 0.02 0.0913
O 0.317 -0.765 1.048 -0.12 3.30 -4.78 -0.1379
H 4.610 2.158 -2.195 -1.71 -0.90 -0.58 0.1431
H -1.374 -3.137 -2.391 -0.25 0.33 0.10 0.1108
H -5.956 -0.808 0.121 0.17 -0.03 0.44 0.1279
C 2.662 1.449 -2.436 -5.05 -3.65 -4.27 -0.5346
H 1.491 -3.481 -3.510 0.13 -0.16 0.76 0.0799
O 0.574 4.454 2.131 2.98 -4.69 -4.15 -0.1497
N -1.699 -1.851 2.106 -2.68 0.66 3.71 0.0752
N -0.954 0.394 -3.536 2.91 1.75 0.55 0.1172
H -2.227 -1.227 2.779 1.11 -0.88 -1.12 0.1643
H 3.029 -0.166 1.008 -0.41 -0.39 -0.04 0.1024
N 4.775 1.104 0.242 5.30 0.26 -5.50 0.1225
N 0.157 -1.180 4.323 -0.73 -1.48 -1.92 0.1795
O 0.118 -3.627 -1.034 -0.22 0.76 -0.06 -0.1313
C 2.084 -2.808 2.105 -1.09 -0.80 1.28 -0.1953
H 0.862 -1.747 4.758 0.02 0.10 0.37 0.1109
O -3.605 2.587 0.314 0.40 -1.57 -0.69 -0.0953
C -1.098 3.508 -2.020 1.15 -0.62 -0.69 -0.0939
H -0.257 -1.586 3.460 0.40 0.46 0.96 0.0763
C 0.550 -2.947 -3.354 0.69 0.52 -0.81 -0.0831
H -2.559 2.369 -1.353 -0.08 -0.50 0.06 0.0839
C -2.523 2.724 1.210 0.32 -0.45 -0.15 -0.1234
O -1.796 2.268 -1.957 -0.81 1.17 1.10 -0.1707
O 1.680 0.994 -3.334 5.31 3.03 4.74 -0.1001
H 0.113 -3.071 -4.346 -0.31 0.88 -0.03 0.0784
O 4.720 2.252 2.263 -1.33 -5.05 -4.07 -0.0350
H -1.732 4.290 -2.337 -0.82 0.98 -0.17 0.0796
H -3.933 3.380 -0.057 -0.39 1.56 -0.08 0.0713
N 3.269 0.555 1.663 -1.76 -3.10 2.46 0.1451
H -2.550 -1.289 0.847 -1.23 0.48 -0.81 0.0476
O -0.502 0.929 3.378 2.67 -3.98 5.76 -0.1635
H 2.922 -2.578 0.421 0.01 0.76 -1.15 0.0434
N -2.891 -0.924 -0.059 3.02 -0.44 0.57 0.1995
H -4.792 -1.476 1.273 -0.32 0.54 -0.77 0.1312
H 1.223 0.201 6.242 -1.19 0.55 -2.39 0.1759
H -0.805 -3.658 0.565 -0.73 0.32 0.45 0.0687
H -0.484 -4.604 -2.655 -0.59 -0.99 -0.61 0.1074
H 4.731 0.186 -0.278 0.40 1.52 0.96 0.1774
C 4.339 1.258 1.430 1.64 6.92 7.49 -0.6550
N 0.038 1.215 -0.252 0.59 3.37 1.90 0.1606
H -0.715 -0.275 -2.064 0.57 -0.48 0.71 0.0831
H 2.394 -3.402 2.996 -0.03 0.59 -0.46 0.0969
O -3.320 -3.547 2.788 5.73 2.88 -3.58 -0.1576
C -4.088 -0.603 -0.401 0.78 1.94 -7.24 -0.5541
H 4.072 1.796 -3.738 0.03 -0.33 -0.54 0.1197
O -1.160 -1.165 -5.374 -1.61 3.19 5.93 -0.1985
H 5.589 1.773 0.054 -1.39 -1.65 0.08 0.1899
C 1.204 3.414 1.423 -2.96 7.33 2.93 -0.6324
C -1.635 -0.495 -4.194 0.94 -5.12 -7.73 -0.5845
H 3.145 0.286 2.642 -0.23 0.22 -0.43 0.1557
O -4.244 -0.108 -1.713 -0.95 -1.45 6.16 -0.1561
N 2.540 1.494 -1.139 -1.46 -0.98 2.21 0.0884
H 2.216 -1.741 2.246 0.15 0.03 0.29 0.0311
H -0.369 1.825 -0.961 -0.33 -1.35 -0.01 0.0845
H 0.318 1.699 0.652 -0.26 -0.55 -0.59 0.0596
N -2.816 -0.807 -3.750 -2.84 0.39 2.22 0.1603
H -1.682 3.329 0.908 -0.09 0.97 -0.32 0.0617
N -1.615 -3.898 1.156 0.72 0.04 -0.13 0.1738
N 1.772 3.506 0.226 0.75 2.76 -1.99 0.1367
H -0.394 -1.730 -1.080 0.23 0.09 0.09 0.0797
H 0.064 0.441 -3.719 -1.03 0.43 -0.25 0.0755
O 2.793 -3.298 1.006 0.22 -0.93 0.34 -0.0802
H -2.111 -0.804 -0.694 -0.93 0.22 -0.11 0.0579
N 0.810 0.664 5.362 2.29 2.43 4.74 0.1680
N 1.157 2.213 1.851 1.02 -4.79 3.45 0.0943
H 3.368 1.527 -0.464 -1.33 -0.16 -1.84 0.0738
N 3.899 1.628 -2.766 4.78 1.96 -2.30 0.1656
H 0.560 1.629 5.518 0.37 0.24 -0.06 0.1289
H -2.058 1.758 1.272 -0.17 -0.74 0.34 0.0556
H 0.573 -4.456 -0.934 0.51 -0.31 0.09 0.0900

=====

76
Properties=species:S:1:pos:R:3:forces:R:3:lowdin_charge:R:1 method="wB97M-V/def2-TZVPD" de_lowest_ev=0.206 energy_ev=-40345.301 charge=-1
H -1.740 -0.627 2.376 0.03 0.03 0.02 0.0612
H -0.807 -0.370 -1.626 0.30 0.00 0.04 -0.0465
C 3.064 5.060 -2.493 0.05 -0.22 -0.02 -0.1708
H -2.048 3.683 2.168 0.09 -0.07 -0.10 0.0669
H 1.682 -2.019 -0.729 -0.02 0.48 -0.03 0.0342
H 0.034 4.106 -1.301 -0.35 -0.11 0.05 0.0483
H 3.666 -6.530 0.946 -0.03 -0.02 -0.05 0.0807
H 4.657 -6.131 -4.446 0.02 -0.04 0.04 0.0733
O -2.069 4.276 1.410 0.00 0.09 0.18 -0.1416
C -11.339 3.111 2.431 0.11 -0.09 0.11 -0.1579
H 4.243 -0.376 -0.113 -0.11 -0.24 -0.09 0.0563
O -9.983 3.079 2.857 -0.11 0.02 0.01 -0.1276
H -2.120 0.747 0.569 0.14 -0.03 -0.18 0.0553
H -2.975 0.318 3.233 -0.07 0.06 -0.08 0.0691
H 4.902 -2.856 0.891 0.01 0.03 -0.01 0.0620
H -11.403 3.814 1.604 0.02 0.00 0.00 0.0768
H -9.917 2.458 3.588 0.08 0.01 -0.04 0.0783
H 6.059 -2.384 2.152 -0.05 0.03 0.00 0.0778
H 0.350 -3.407 1.254 0.09 -0.06 -0.02 0.0689
O 4.385 -6.816 -0.939 -0.06 -0.22 0.07 -0.1433
H 4.040 -3.954 -5.021 -0.04 0.04 0.05 0.0739
H -6.794 6.741 2.426 0.04 -0.02 -0.01 0.0676
H 3.560 3.188 -2.381 -0.01 -0.25 -0.04 0.0381
H -12.000 3.449 3.234 -0.06 0.02 -0.05 0.0736
H 3.771 5.414 -1.734 -0.04 0.07 0.02 0.0724
H 2.079 4.943 -2.036 -0.03 0.07 0.04 0.0562
O 6.635 -3.942 0.887 0.04 0.07 0.03 -0.1436
C 3.492 0.203 -0.654 0.24 0.46 0.22 -0.1404
O 3.451 -4.433 -4.431 -0.02 -0.15 -0.06 -0.1238
H 5.122 -7.547 0.869 -0.03 0.02 0.09 0.0731
O -1.439 -2.513 0.693 -0.35 -0.57 0.43 -0.1482
C -0.623 -3.658 0.820 -0.07 0.29 -0.07 -0.1862
C -3.420 4.332 0.975 -0.03 -0.01 0.31 -0.1549
H -3.472 5.012 0.127 0.05 0.00 -0.01 0.0782
H -11.669 2.128 2.085 -0.06 0.03 -0.04 0.0750
H 3.312 -0.222 -1.634 0.02 0.04 0.00 0.0805
C 2.797 -3.609 -1.041 -0.28 0.39 0.04 -0.1473
H 4.160 1.905 0.041 -0.08 0.04 -0.04 0.0684
H -7.948 4.875 3.236 -0.05 -0.06 -0.02 0.0651
H 3.784 -3.952 -0.730 0.00 -0.05 -0.01 0.0545
H 5.243 -5.777 0.632 0.00 -0.05 0.19 0.0501
H 6.342 -1.920 0.455 -0.06 0.03 -0.01 0.0771
H 2.998 5.808 -3.282 0.00 0.00 0.00 0.0714
H -1.422 3.058 -1.571 0.35 0.09 0.13 0.0709
O 2.561 -2.344 -0.447 -0.08 -0.49 0.10 -0.1731
H 1.557 2.275 -1.323 -0.28 0.11 -0.15 0.0783
H 2.051 -4.343 -0.714 0.07 -0.13 -0.05 0.0706
O -6.411 5.879 2.241 -0.06 0.00 0.01 -0.1328
C 5.956 -2.702 1.112 0.07 -0.06 -0.01 -0.1384
C -2.208 0.357 2.458 -0.03 0.04 -0.41 -0.1575
H 0.343 1.706 -2.499 0.12 -0.28 0.38 0.0981
H -1.451 1.097 2.740 0.04 -0.06 0.10 0.0691
H -8.213 5.135 1.495 -0.04 -0.08 0.01 0.0730
O 3.504 3.851 -3.083 0.07 0.13 0.09 -0.1283
C 4.210 -5.419 -3.743 0.07 0.19 -0.23 -0.1801
H 2.551 0.223 -0.106 -0.03 -0.06 -0.10 0.0633
H 5.001 -4.954 -3.148 0.00 -0.07 0.07 0.0759
H -0.618 3.063 0.012 0.04 0.35 -0.31 0.0483
C 4.629 -6.661 0.458 0.12 0.11 -0.21 -0.1455
H 2.775 -3.539 -2.131 0.02 -0.12 -0.03 0.0702
N 0.165 -0.411 -1.271 -0.22 -0.60 0.14 -0.1369
H -7.016 3.949 2.047 -0.01 0.00 -0.01 0.0805
H 3.547 -5.957 -3.073 -0.06 0.08 0.00 0.0649
H -0.993 -1.894 0.104 0.54 0.72 -0.51 0.0149
H -1.132 -4.359 1.482 -0.01 -0.03 0.00 0.0665
H 7.567 -3.806 1.079 -0.03 -0.02 -0.02 0.0688
H 5.236 -6.930 -1.372 -0.03 0.07 0.00 0.0707
O 0.265 0.886 -0.564 -0.50 0.09 -0.28 -0.3773
H -3.786 3.347 0.676 0.02 -0.02 -0.05 0.0709
O -2.828 0.726 1.225 0.10 0.04 0.42 -0.1370
C -0.445 3.144 -1.068 0.43 -0.64 0.16 -0.0860
H -4.043 4.725 1.783 -0.23 0.04 -0.17 0.0593
H -0.461 -4.143 -0.148 0.05 -0.08 0.02 0.0686
O 4.013 1.541 -0.836 0.04 0.21 -0.14 -0.1510
C 0.497 1.977 -1.442 -0.02 0.22 0.07 -0.3253
C -7.463 4.917 2.260 0.13 0.19 0.03 -0.1660

=====

90
Properties=species:S:1:pos:R:3:forces:R:3:lowdin_charge:R:1 method="wB97M-V/def2-TZVPD" de_lowest_ev=7.406 energy_ev=-58819.298
N -0.125 -5.951 -2.512 1.07 1.24 0.49 0.1577
H -2.405 -3.983 4.732 -0.16 0.31 -0.02 0.0781
H -1.287 -3.636 6.027 -0.02 0.41 0.31 0.0728
H -2.701 3.687 5.474 0.87 0.92 1.14 0.1101
H 4.637 5.396 -2.932 -0.09 -0.13 0.16 0.0848
N -1.330 -7.490 -3.461 -3.62 -1.46 -1.59 0.1574
H 5.959 3.648 1.995 0.03 0.32 0.04 0.0700
O -5.528 -2.356 1.171 -0.80 0.51 0.57 -0.1442
H 1.040 8.261 1.280 0.44 -0.17 0.37 0.1225
H -0.396 4.768 -7.842 1.26 -0.11 -0.16 0.0999
C -5.503 3.816 -1.605 -1.39 0.04 1.72 -0.2081
O -3.301 -2.964 6.252 -0.24 0.77 -0.20 -0.1172
H 7.034 -4.848 -2.137 -0.28 0.21 0.17 0.1137
N 1.167 7.269 1.136 2.83 3.70 2.36 0.1530
H -7.360 -2.508 1.974 -0.16 0.36 0.12 0.0765
H 5.485 4.540 -1.548 0.15 1.18 0.12 0.0699
H 1.104 4.312 -7.117 -0.40 -0.19 0.50 0.1232
H -7.145 -1.034 0.967 -0.19 -0.01 0.07 0.0698
O 0.795 -7.940 -3.160 0.74 0.19 0.00 0.0145
C -2.329 -3.873 5.814 0.01 -1.07 -0.23 -0.1819
H -6.582 3.696 -1.500 -0.24 0.71 -0.24 0.0792
H -1.311 -8.396 -3.908 -0.87 0.32 -0.28 0.1258
O 4.485 3.298 -2.611 -1.25 -0.35 -0.92 -0.1219
H 1.096 5.049 1.093 -0.43 -0.24 -0.52 0.1151
H 3.588 -1.183 7.105 0.33 -0.16 0.45 0.0904
H -5.219 4.858 -1.754 0.06 -0.01 -0.44 0.0794
O 4.331 -4.857 -0.574 -0.54 0.83 1.08 0.0296
H -3.594 -1.914 -5.427 0.36 -0.35 0.62 0.0727
C 4.201 -2.577 5.759 3.23 -2.33 2.24 -0.7383
H -4.716 -2.400 -6.619 -0.95 0.99 0.34 0.0725
H 2.674 -1.427 5.177 0.07 -0.18 -0.54 0.1091
H -0.162 0.101 0.481 0.38 -0.24 0.63 0.0686
H -0.975 -5.406 -2.516 0.71 0.29 0.25 0.1030
N 0.351 5.469 0.556 -1.33 -6.40 -0.86 0.1571
H 0.798 -5.595 -2.307 -0.48 0.41 0.16 0.1135
H 5.298 1.688 2.162 -0.43 -0.40 -0.05 0.0828
N 6.253 -4.460 -1.627 5.84 5.64 -1.49 0.1642
C -0.105 -0.816 -0.106 -0.57 1.15 -0.82 -0.1431
H 4.271 2.162 3.547 0.03 -0.32 -0.02 0.0768
H -4.916 -1.709 0.813 -0.04 0.14 0.03 0.0586
H -1.213 3.538 6.474 -0.37 0.76 -0.14 0.1318
O -0.826 1.367 5.656 2.67 -2.24 0.16 0.0682
H -2.915 0.910 4.583 -0.68 0.26 -0.71 0.1253
H 1.512 6.660 1.864 0.18 1.03 0.17 0.1086
N -1.839 4.441 -6.470 -8.29 1.81 -0.34 0.1561
O -0.842 -0.508 -1.297 -0.57 -0.76 -0.34 -0.1493
N -2.695 1.895 4.551 -2.59 -3.37 -3.61 0.1465
H -3.442 -2.992 7.201 0.30 -0.22 -0.03 0.0742
O 5.001 -3.501 5.593 -0.51 0.24 -0.84 0.0025
H 3.619 3.506 -2.970 -0.17 -0.49 -0.05 0.0721
C -6.701 -1.674 1.730 1.15 -0.91 -0.88 -0.1280
H -1.974 -6.731 -3.635 -0.38 -0.85 -0.40 0.1125
H -2.536 -4.870 6.205 0.11 -0.17 0.16 0.0740
N 3.371 -2.094 4.875 -1.80 1.10 -1.86 0.1679
C 0.280 6.729 0.360 -1.25 1.94 -0.90 -0.8313
O -0.352 3.414 -5.116 -0.25 -0.37 1.82 0.0433
N 5.402 -6.332 -1.750 0.12 -7.71 -2.75 0.1645
H -5.197 3.529 -0.599 0.63 -0.07 0.14 0.0723
C 5.313 -5.197 -1.211 -4.80 1.83 1.94 -0.8471
C -1.614 2.151 5.235 -0.91 -2.03 0.84 -0.8423
H 0.932 -1.085 -0.307 -0.05 -0.18 0.08 0.0761
H -4.247 2.636 -2.466 0.09 0.01 -0.10 0.0801
H -3.447 -3.962 -6.853 -0.04 0.21 0.11 0.0714
H 4.790 -2.302 7.726 -0.21 0.01 -0.49 0.1090
C -0.693 4.060 -6.078 2.98 -2.45 1.49 -0.8110
H -5.126 -2.745 -4.896 0.28 -0.12 -0.05 0.0832
H -3.347 2.644 4.370 -0.19 -1.11 -0.27 0.1063
C 4.597 2.431 2.541 -0.01 -0.46 0.73 -0.1764
O 5.290 3.642 2.683 0.25 0.76 -0.33 -0.1226
H -2.723 4.182 -6.056 0.50 -0.12 0.46 0.1294
C -4.332 -2.688 -5.640 -0.34 0.28 -2.18 -0.1639
H -0.232 4.938 -0.075 0.35 -0.53 0.34 0.1265
H -1.983 4.980 -7.312 0.10 -0.18 0.48 0.1145
H -0.426 0.093 -1.919 0.49 0.00 0.41 0.0686
C 5.181 4.514 -2.595 1.38 -0.39 1.11 -0.1767
H 6.117 4.403 -3.144 -0.06 0.18 -0.41 0.0724
C -0.146 -7.161 -3.085 2.89 -0.09 1.38 -0.7843
O -0.496 7.303 -0.366 -0.77 0.64 -0.96 0.0487
H -6.462 -1.082 2.614 0.07 -0.10 0.07 0.0672
N 4.183 -1.989 6.981 -0.95 1.25 0.73 0.1358
H -0.668 -1.615 0.376 0.31 0.03 0.03 0.0790
H 4.563 -6.887 -1.842 0.25 -0.08 0.32 0.1333
N 0.096 4.351 -7.066 4.11 1.58 -4.20 0.1453
H 6.107 -6.465 -2.461 -0.48 -0.38 0.13 0.1133
H 3.691 2.498 1.939 0.10 0.09 -0.39 0.0681
O -3.843 -3.970 -5.979 0.72 -1.03 1.17 -0.1355
N -1.773 3.333 5.659 1.23 6.79 2.60 0.1541
O -5.166 2.894 -2.568 0.88 -0.68 -1.09 -0.1033
H 6.224 -3.451 -1.640 -0.19 -0.33 0.57 0.1283
H 3.410 -2.438 3.926 -0.17 0.08 0.32 0.1241